# 1
DFT (the ωB97M-V functional and the def2-TZVPD basis) results for a molecular structure, C6H7BiLiO7 in a non-equilibrium geometry.

```
22
Properties=species:S:1:pos:R:3:forces:R:3
O 1.621941 -1.712886 -0.254975 -1.313 -2.269 -3.277
C 2.820138 -1.633796 0.523878 -0.528 2.007 0.742
C 2.192355 -0.350480 0.941306 5.728 2.226 2.624
O 0.347083 -0.552217 1.791551 2.385 -1.972 1.737
C -0.700397 0.194914 1.568724 -0.830 6.762 -0.145
O -1.161695 -0.266575 0.314776 0.297 -2.118 0.027
O -1.009084 1.255862 2.008174 0.213 -2.827 -0.261
Li 1.923524 -1.617368 -2.176537 0.187 0.251 -0.926
Bi -0.107797 -2.197605 0.641570 -2.395 -2.675 0.217
H 3.702232 -1.497438 -0.113297 0.056 -0.170 0.274
H 2.938563 -2.395804 1.300652 0.094 -0.043 -0.256
H 2.267547 0.497431 0.255809 -1.044 -0.308 -0.330
H 2.528553 -0.046771 1.934658 -1.335 0.223 0.518
O -0.216746 0.377499 -2.466938 -0.466 -1.108 -0.433
C 0.088203 1.541621 -1.859246 2.637 1.103 0.004
C -1.551145 0.010140 -2.065243 -0.049 -0.357 0.099
O 1.055771 2.201715 -2.068173 -1.166 -0.865 0.061
O -0.754012 1.734814 -0.825616 -1.029 -0.540 1.349
C -1.623494 0.634743 -0.675378 -1.488 2.705 -1.884
H -1.649704 -1.078347 -2.073519 -0.033 0.011 -0.080
H -2.286189 0.429814 -2.758511 0.019 0.041 0.207
H -2.589083 1.004638 -0.320247 0.061 -0.076 -0.265
```
Positions in Å, forces in eV/Å.

As for the HOMO energy: -21.60 eV. Its total charge is +3.



# 2
DFT (the ωB97M-V functional and the def2-TZVPD basis) results for a molecular structure, C6H7Br3NO in a non-equilibrium geometry.

```
18
Properties=species:S:1:pos:R:3:forces:R:3
C -1.545819 -0.914008 0.857010 -0.156 0.094 0.525
C -0.617290 0.815438 -0.585887 -2.736 0.180 2.401
C 1.279302 -1.024033 1.334240 -1.867 2.429 4.259
C 1.840866 -1.932934 0.633358 1.038 -2.344 -2.149
C -1.338223 2.041275 -0.122563 -0.142 -0.502 3.063
C 0.133305 0.461357 -1.727851 1.727 0.820 -3.225
N -0.892029 -0.193296 0.187332 1.110 0.510 -1.705
O -2.073437 -1.615501 1.560958 -1.530 -1.830 1.462
Br 2.039298 0.685231 1.605746 -0.045 0.185 -0.228
Br 0.988972 -3.615559 0.489430 0.182 0.120 -0.001
Br 3.382186 -1.663694 -0.442705 -0.457 -0.182 0.342
H 0.414086 -1.126865 2.110754 1.887 -0.425 -1.789
H -2.359578 1.750778 0.314039 1.031 0.237 -1.470
H -1.005629 2.477036 0.933515 0.379 -0.832 -2.352
H -1.327760 2.759711 -0.874227 -0.328 1.580 -0.946
H -0.454398 0.046036 -2.620023 0.213 0.201 1.541
H 0.637552 1.311372 -2.214967 -0.136 -0.044 0.409
H 0.898597 -0.262345 -1.438157 -0.170 -0.198 -0.136
```
Positions in Å, forces in eV/Å.

As for the HOMO energy: -12.93 eV. Its total charge is +1. The energy relative to the best compared isomer or geometry (same formula, charge and spin) comes out at 84.5 kJ/mol.



# 3
DFT (the ωB97M-V functional and the def2-TZVPD basis) results for a single C6H7BrClNO molecule in a non-equilibrium geometry.

```
17
Properties=species:S:1:pos:R:3:forces:R:3
C -0.320784 -0.434576 -0.212251 -1.842 1.066 -0.819
C -2.378215 0.624785 -0.672908 0.752 0.279 0.077
C -2.316153 -1.467917 0.066488 0.839 -3.072 1.745
C 1.695753 0.807698 -0.914059 -1.034 4.048 -1.185
C 1.624261 -0.196252 1.313368 -1.907 -3.577 0.756
C 0.730803 0.444672 0.275465 3.203 -0.479 -1.266
N -1.050652 -1.347387 0.207444 0.541 -0.090 0.332
O -3.020729 -0.467926 -0.349491 -1.306 1.694 -1.418
Cl -3.142312 -2.921434 0.499581 0.011 0.529 -0.194
Br -3.553101 1.682678 -1.779496 0.348 -0.247 0.292
H 0.977892 1.109626 -1.762537 1.240 -0.326 0.986
H 2.388874 0.100072 -1.345150 0.025 -0.592 0.476
H 2.304517 1.842643 -0.676393 -1.356 -2.675 -0.388
H 2.327877 0.476019 1.623737 1.708 1.912 1.028
H 2.210461 -1.057959 0.912817 -0.625 0.513 0.028
H 1.041567 -0.616123 2.191308 0.683 0.666 -0.825
H 0.479943 1.421381 0.622073 -1.279 0.352 0.375
```
Positions in Å, forces in eV/Å.

As for the HOMO energy (spin up / spin down): -7.74 / -7.74 eV. The energy relative to the best compared isomer or geometry (same formula, charge and spin) comes out at 318.6 kJ/mol.



# 4
DFT (the ωB97M-V functional and the def2-TZVPD basis) results for a single C6H7BrF2S molecule in a non-equilibrium geometry.

```
17
Properties=species:S:1:pos:R:3:forces:R:3
C -1.243353 -0.361403 0.486156 0.117 -1.523 -1.068
C -0.669375 0.552084 1.193273 2.450 4.600 0.190
C 1.794280 0.916241 0.287169 -1.365 2.229 -1.612
C -2.260946 -1.319648 0.911574 -2.648 -0.937 0.097
C 2.435160 1.101830 -1.083605 -3.960 0.112 -0.173
C 0.449083 1.672461 0.502871 0.588 -2.822 3.715
F -0.787483 -0.604620 -0.809625 -0.509 0.297 1.403
F -0.080412 2.073135 -0.635188 -0.450 0.930 -1.401
S 2.471291 0.044620 1.468214 0.903 -1.167 1.676
Br -1.328300 1.078732 2.912683 0.308 -0.318 -0.458
H -1.881365 -2.322520 0.755161 0.100 -0.276 -0.263
H -2.684674 -1.349040 1.975593 1.089 0.791 -1.486
H -3.159536 -1.195426 0.226822 0.940 -0.271 0.721
H 3.285481 0.481884 -1.276033 0.610 0.167 -0.108
H 1.508997 0.671076 -1.632104 1.837 0.515 -0.254
H 2.409488 2.192049 -1.362149 0.819 -1.095 0.153
H 0.645103 2.544045 1.242623 -0.829 -1.231 -1.130
```
Positions in Å, forces in eV/Å.

The spin multiplicity is 3. As for the HOMO energy (spin up / spin down): -6.54 / -9.46 eV.



# 5
DFT (the ωB97M-V functional and the def2-TZVPD basis) results for a single C6H7BrN2O molecule in a non-equilibrium geometry.

```
17
Properties=species:S:1:pos:R:3:forces:R:3
C -1.654557 1.665539 -0.080029 0.307 0.329 0.426
C -2.002454 0.402073 0.107928 4.843 -1.548 -0.347
C 0.194643 -0.203545 -0.003362 -4.755 3.704 0.294
C 0.753994 -1.502570 0.251890 3.494 0.705 0.802
C -0.277223 -2.591567 0.272524 -0.239 1.162 1.030
C 1.866526 1.642734 -0.335835 1.369 -0.980 -2.336
N -0.362076 2.080864 -0.155486 0.793 -0.720 -0.045
N 0.554422 1.097813 -0.083709 -2.838 -1.228 -0.988
O 2.011481 -1.575695 0.374386 -3.042 -0.459 -0.246
Br -3.532335 -0.541488 0.290143 -0.361 -0.270 0.018
H -2.340841 2.490295 -0.118650 -0.380 0.190 -0.072
H 0.129465 -3.558196 0.609042 -0.444 0.416 -0.543
H -0.621239 -2.436949 -0.734058 -0.322 -1.200 -0.913
H -1.192788 -2.213651 0.824277 1.255 -0.712 -0.101
H 2.300508 1.651208 0.628885 1.217 0.232 0.702
H 2.446902 0.922222 -1.081147 -1.145 1.615 1.773
H 1.725573 2.670919 -0.766799 0.247 -1.236 0.547
```
Positions in Å, forces in eV/Å.

As for the HOMO energy: -8.18 eV. The energy relative to the best compared isomer or geometry (same formula, charge and spin) comes out at 462.6 kJ/mol.



# 6
DFT (the ωB97M-V functional and the def2-TZVPD basis) results for a molecular structure, C6H7CaLiO6 in a non-equilibrium geometry.

```
21
Properties=species:S:1:pos:R:3:forces:R:3
O 4.450430 -0.219709 -0.474837 -0.181 0.178 -0.344
C 3.300207 0.124513 -0.174657 0.307 -1.129 -0.140
O 3.064625 1.103812 0.590558 -0.623 0.844 0.626
O 2.278751 -0.644212 -0.636037 0.970 -0.417 -0.618
C 1.137656 -0.657019 0.087261 -5.295 -1.922 1.895
C 0.867380 -1.612812 1.030272 4.144 1.012 1.673
Ca 5.502163 1.364185 0.813740 0.023 -0.007 -0.057
H 0.120738 -1.580045 1.825579 -0.526 0.041 -0.998
H 1.736919 -2.205707 1.328681 -0.118 -0.723 0.042
Li 1.393310 1.459336 1.376680 0.188 -0.298 -0.334
C -0.451527 -1.048249 -0.478807 0.305 2.641 -2.409
C -1.333098 0.092021 -0.002054 -0.152 0.173 0.273
O -2.583170 -0.002386 -0.683602 0.494 -0.719 -0.124
C -3.387624 1.044792 -0.602058 -0.079 1.306 0.008
O -3.300529 1.944469 0.198204 0.105 -0.435 -0.011
O -4.243712 0.995335 -1.614092 -0.287 -0.441 -0.053
H -0.993018 -2.000328 -0.395323 0.880 -0.110 0.713
H -0.289219 -0.987106 -1.565644 -0.096 0.242 0.159
H -0.885809 1.078028 -0.183675 -0.018 -0.205 -0.324
H -1.493391 0.045219 1.083671 -0.106 -0.147 -0.100
H -4.891078 1.705853 -1.523852 0.064 0.117 0.124
```
Positions in Å, forces in eV/Å.

The spin multiplicity is 2. As for the HOMO energy (spin up / spin down): -8.72 / -12.86 eV. Its total charge is +1. The energy relative to the best compared isomer or geometry (same formula, charge and spin) comes out at 0.0 kJ/mol.



Please write out number 2 again, unchanged.
DFT (the ωB97M-V functional and the def2-TZVPD basis) results for a molecular structure, C6H7Br3NO in a non-equilibrium geometry.

```
18
Properties=species:S:1:pos:R:3:forces:R:3
C -1.545819 -0.914008 0.857010 -0.156 0.094 0.525
C -0.617290 0.815438 -0.585887 -2.736 0.180 2.401
C 1.279302 -1.024033 1.334240 -1.867 2.429 4.259
C 1.840866 -1.932934 0.633358 1.038 -2.344 -2.149
C -1.338223 2.041275 -0.122563 -0.142 -0.502 3.063
C 0.133305 0.461357 -1.727851 1.727 0.820 -3.225
N -0.892029 -0.193296 0.187332 1.110 0.510 -1.705
O -2.073437 -1.615501 1.560958 -1.530 -1.830 1.462
Br 2.039298 0.685231 1.605746 -0.045 0.185 -0.228
Br 0.988972 -3.615559 0.489430 0.182 0.120 -0.001
Br 3.382186 -1.663694 -0.442705 -0.457 -0.182 0.342
H 0.414086 -1.126865 2.110754 1.887 -0.425 -1.789
H -2.359578 1.750778 0.314039 1.031 0.237 -1.470
H -1.005629 2.477036 0.933515 0.379 -0.832 -2.352
H -1.327760 2.759711 -0.874227 -0.328 1.580 -0.946
H -0.454398 0.046036 -2.620023 0.213 0.201 1.541
H 0.637552 1.311372 -2.214967 -0.136 -0.044 0.409
H 0.898597 -0.262345 -1.438157 -0.170 -0.198 -0.136
```
Positions in Å, forces in eV/Å.

As for the HOMO energy: -12.93 eV. Its total charge is +1. The energy relative to the best compared isomer or geometry (same formula, charge and spin) comes out at 84.5 kJ/mol.